Record 1
ORCA calculation (ωB97M-V with the def2-TZVPD basis set) on C16H17Br3F6N2O5PS6SbTi as an isolated structure.

```
58
Properties=species:S:1:pos:R:3:lowdin_charge:R:1
Ti -0.7432 -0.0363 0.6894 0.17
Br -3.1551 -3.3499 3.3169 0.67
C -2.4338 -1.6938 3.9283 -1.00
Br -0.6244 -1.3545 3.2917 0.72
H -2.3514 -1.7207 5.0067 0.01
H -3.0496 -0.8712 3.5848 -0.01
S -3.9221 -2.2601 -3.2810 -0.30
Sb -5.1544 -0.4421 -2.6527 0.18
S -2.8607 -0.7148 0.7819 0.19
S -2.2199 -0.1894 -1.0470 0.16
S -6.0949 -0.7941 -0.6472 -0.36
O 3.7545 2.9278 -2.4641 0.12
C 2.7306 2.2428 -1.9456 -0.28
C 1.4239 2.3308 -2.4227 0.05
C 0.4449 1.5903 -1.8048 -0.09
N 0.6970 0.7787 -0.7660 -0.08
C 1.9526 0.7183 -0.3328 -0.67
Br 2.2274 -0.4428 1.1422 0.94
C 3.0106 1.4011 -0.8697 -0.01
H 3.4593 3.5011 -3.1826 0.13
H 1.1675 2.9702 -3.2565 0.13
H -0.5849 1.6388 -2.1306 0.10
H 4.0118 1.3124 -0.4768 0.13
C 0.6684 -3.6652 0.7184 -0.27
P -0.3431 -2.4778 -0.2359 0.79
C -1.8138 -3.4817 -0.5586 -0.28
C 0.5077 -2.3533 -1.8360 -0.38
C 1.9004 -2.3691 -1.9101 -0.12
C 2.5391 -2.2336 -3.1342 -0.08
C 1.7892 -2.0878 -4.2937 -0.08
C 0.4034 -2.0753 -4.2245 -0.06
C -0.2413 -2.2043 -3.0022 -0.11
H 1.5833 -3.2335 1.1172 0.00
H 0.9241 -4.5090 0.0767 0.06
H 0.0638 -4.0257 1.5514 0.03
H -1.4856 -4.4160 -1.0178 0.07
H -2.5264 -2.9911 -1.2276 -0.06
H -2.3066 -3.6909 0.3903 0.01
H 2.4970 -2.4977 -1.0149 0.08
H 3.6205 -2.2548 -3.1823 0.10
H 2.2860 -2.0005 -5.2515 0.10
H -0.1924 -1.9692 -5.1219 0.11
H -1.3277 -2.1870 -2.9813 -0.01
F -3.2856 2.0710 2.5605 0.14
C -2.2279 2.7065 3.0540 -0.67
F -2.5551 3.9573 3.3186 0.17
F -1.8311 2.0765 4.1511 0.15
S -0.8828 2.6613 1.7315 0.63
O -0.0816 1.4507 2.0851 -0.50
O -1.5891 2.3654 0.5053 -0.34
N -0.0875 3.9661 1.6800 -0.27
S 0.7106 4.5097 2.9840 0.63
O 0.0819 4.1105 4.2027 -0.26
O 1.0773 5.8587 2.7367 -0.24
C 2.3107 3.5368 2.9284 -0.66
F 3.3116 4.3329 3.2775 0.15
F 2.5526 3.0695 1.6968 0.11
F 2.2642 2.5078 3.7646 0.14
```

- LUMO level (spin up / spin down): -0.0610 / -0.0607 Ha
- ΔE to the lowest compared entry with this formula, charge and spin: 3.147 eV
- Calculated total energy: -360472.310 eV
- M: 1064.02 g/mol
- Highest occupied orbital energy (spin up / spin down): -6.61 / -6.61 eV



Record 2
ORCA calculation (ωB97M-V with the def2-TZVPD basis set) on a 3-piece molecular cluster, C3H7N3O3 overall.

```
16
Properties=species:S:1:pos:R:3:lowdin_charge:R:1
C -0.2036 -1.2547 -0.4384 -0.41
C 0.2237 -0.0324 1.2603 -0.33
C 1.9577 2.8678 0.3409 -0.08
H -3.4506 -1.3761 -1.3748 0.30
H -1.0780 -2.2086 -1.7889 0.09
H 1.4173 -0.8126 -0.4801 0.01
H 1.3608 -0.3327 1.5209 0.16
H -0.0783 -0.0679 2.4851 0.18
H 3.3534 3.2754 0.4943 0.19
H 1.0342 3.6186 0.3648 0.11
N -1.5313 -1.7848 -0.9874 -0.10
N 0.8898 -1.4126 -1.0460 0.22
N 1.7738 1.5961 0.5823 -0.04
O -2.3321 -0.6276 -1.2277 -0.17
O -0.7066 -0.8124 0.7795 0.02
O 0.2448 1.3935 0.6932 -0.15
```

- LUMO level: 0.0038 Ha
- ΔE to the lowest compared entry with this formula, charge and spin: 12.000 eV
- Calculated total energy: -13826.618 eV
- M: 133.11 g/mol
- Highest occupied orbital energy: -9.33 eV